Entry A
{
  "formula": "C2H3ClN2",
  "method": "ωB97M-V with the def2-TZVPD basis set",
  "species": ["H", "N", "H", "N", "C", "H", "Cl", "C"],
  "coordinates": [[-0.932, -0.080, -0.064], [-0.711, 1.721, 1.003], [-1.290, 1.577, 1.847], [-1.324, 4.173, 0.861], [-0.782, 3.098, 0.771], [0.836, 0.437, 0.309], [0.222, 0.767, -1.879], [-0.103, 0.768, -0.159]],
  "lumo_ev": 0.13,
  "homo_lumo_gap_ev": 9.86
}

***

Entry B
{
  "formula": "C2H3ClN2",
  "method": "ωB97M-V with the def2-TZVPD basis set",
  "species": ["C", "C", "N", "H", "N", "H", "Cl", "H"],
  "coordinates": [[0.849, -0.730, 0.244], [1.075, 0.472, -0.472], [-1.967, 0.335, 0.038], [1.176, 0.531, -1.579], [0.891, -1.826, 0.574], [-2.269, -0.604, -0.274], [1.874, 1.614, 0.468], [-1.628, 0.208, 1.000]],
  "lumo_ev": [-1.45, -0.87],
  "homo_lumo_gap_ev": [9.89, 8.44]
}

***

Which one sits at the bottom of the stability order? entry B does.